[1]
Below is C29H42BiBrN5O12P2S as an isolated structure, with properties calculated with ωB97M-V/def2-TZVPD.

XYZ file:
```
93
C29H42BiBrN5O12P2S, DFT ωB97M-V/def2-TZVPD
Bi 1.069 -0.857 0.545
C 4.827 2.717 1.784
C 3.718 1.737 1.401
O 3.515 1.709 -0.007
P 4.165 0.059 1.946
O 4.467 0.159 3.482
O 5.568 -0.262 1.294
O 3.113 -0.966 1.637
P 2.118 2.079 2.308
O 2.041 3.681 2.333
O 2.235 1.525 3.689
O 1.031 1.599 1.376
H 5.735 2.473 1.233
H 5.041 2.684 2.851
H 4.516 3.726 1.518
H 2.833 2.354 -0.236
H 3.665 0.565 3.916
H 6.120 -0.844 1.836
H 2.260 4.025 3.209
N -0.968 -2.242 -0.275
C -1.408 -3.298 0.657
C -2.880 -3.694 0.491
C -3.920 -2.576 0.351
C -4.361 -1.855 1.628
N -3.328 -1.105 2.345
C -2.648 -0.094 1.820
N -3.072 0.500 0.700
N -1.528 0.338 2.401
C -0.980 -2.977 2.123
O -1.760 -3.267 3.037
O 0.165 -2.454 2.263
H -1.642 -1.482 -0.343
H -0.852 -2.612 -1.212
H -0.814 -4.183 0.411
H -3.135 -4.328 1.341
H -2.958 -4.316 -0.405
H -4.827 -3.037 -0.045
H -3.611 -1.851 -0.409
H -4.732 -2.589 2.340
H -5.198 -1.187 1.408
H -2.837 -1.658 3.048
H -3.974 0.287 0.316
H -2.423 1.056 0.160
H -1.058 -0.253 3.074
H -0.992 1.114 2.020
O -0.646 0.677 -0.826
S -0.175 1.778 -1.762
C -1.324 3.164 -1.548
C -1.033 4.008 -0.343
C -1.853 3.957 0.778
C -1.594 4.761 1.879
C -0.518 5.634 1.860
C 0.300 5.698 0.740
C 0.045 4.888 -0.353
C -0.752 1.242 -3.400
C -2.187 0.819 -3.407
C -2.551 -0.415 -2.873
C -3.883 -0.799 -2.827
C -4.868 0.046 -3.320
C -4.513 1.272 -3.868
C -3.181 1.655 -3.909
H -2.339 2.761 -1.547
H -1.181 3.746 -2.463
H -2.730 3.320 0.779
H -2.244 4.719 2.743
H -0.320 6.270 2.713
H 1.138 6.381 0.719
H 0.683 4.947 -1.228
H -0.067 0.431 -3.641
H -0.548 2.080 -4.068
H -1.777 -1.079 -2.509
H -4.153 -1.769 -2.428
H -5.906 -0.256 -3.296
H -5.274 1.926 -4.271
H -2.909 2.610 -4.344
Br 3.611 -7.371 -0.879
C 2.928 -5.659 -0.523
C 2.456 -4.871 -1.562
C 1.972 -3.616 -1.252
N 1.923 -3.141 -0.005
C 2.377 -3.911 0.988
C 2.893 -5.177 0.773
H 2.474 -5.217 -2.585
H 1.607 -2.966 -2.039
H 2.312 -3.494 1.983
H 3.255 -5.766 1.602
C 4.459 -0.592 -2.445
O 3.600 -0.874 -1.325
C 2.314 -0.538 -1.456
O 1.856 -0.102 -2.494
H 5.403 -1.078 -2.220
H 4.597 0.485 -2.531
H 4.030 -0.979 -3.367
```

Output
Orbital gap = 8.5 eV
Energy above the lowest of the compared OMol25 structures with the same formula, charge and spin = 66.2 kJ/mol
Largest force on an atom = 0.3 eV/Å
Total charge = +1
E_HOMO = -0.389 Ha


[2]
Below is a 15-piece molecular cluster, C39H80BBr28NO3PS overall in a non-equilibrium geometry, with properties calculated with ωB97M-V/def2-TZVPD.

XYZ file:
```
154
C39H80BBr28NO3PS, DFT ωB97M-V/def2-TZVPD
C -2.403 4.644 -1.718
C -3.567 3.798 -2.214
O -3.345 2.383 -2.109
B -2.435 1.859 -2.955
O -1.829 2.583 -3.979
C -2.038 0.329 -2.764
P -2.987 -0.567 -4.058
S -4.825 0.079 -4.195
C -2.472 -0.307 -1.428
C -1.495 -0.171 -0.271
C -1.659 1.169 0.449
C -1.907 -1.244 0.749
N -0.091 -0.458 -0.629
O 0.735 -0.303 0.335
C 0.388 0.178 -1.867
C 1.704 -0.549 -2.231
C 0.732 1.659 -1.717
C -0.551 -0.012 -3.041
H -1.625 4.045 -1.257
H -1.938 5.227 -2.502
H -2.763 5.338 -0.970
H -4.421 4.009 -1.586
H -3.854 4.043 -3.228
H -1.055 3.016 -3.592
H -2.309 -0.315 -5.268
H -2.909 -1.948 -3.761
H -3.434 0.060 -1.099
H -2.597 -1.373 -1.612
H -2.584 1.089 1.002
H -0.885 1.336 1.182
H -1.789 2.007 -0.215
H -1.135 -1.411 1.485
H -2.802 -0.952 1.275
H -2.108 -2.178 0.239
H 1.825 -0.482 -3.307
H 2.570 -0.090 -1.761
H 1.614 -1.583 -1.932
H 1.579 1.803 -1.071
H -0.107 2.282 -1.436
H 1.056 1.993 -2.699
H -0.522 -1.076 -3.292
H -0.203 0.507 -3.923
Br 3.220 -2.387 4.359
C 2.985 -1.524 2.629
C 2.324 -0.179 2.758
Br 0.413 -0.336 3.096
H 2.425 -2.216 2.010
H 3.988 -1.407 2.223
H 2.405 0.377 1.825
H 2.733 0.411 3.571
Br -0.413 3.654 1.766
C -1.629 5.074 2.315
C -2.702 4.525 3.211
Br -4.046 3.567 2.180
H -2.022 5.532 1.414
H -1.012 5.796 2.847
H -3.245 5.325 3.709
H -2.316 3.837 3.954
Br 1.765 -6.171 4.713
C 2.175 -6.683 6.542
C 1.870 -5.571 7.511
Br 3.264 -4.200 7.466
H 3.221 -6.972 6.570
H 1.550 -7.552 6.733
H 1.880 -5.941 8.533
H 0.923 -5.082 7.312
Br 7.398 -0.089 0.723
C 6.788 0.629 -0.980
C 5.788 1.727 -0.755
Br 4.076 0.945 -0.230
H 6.376 -0.200 -1.545
H 7.681 0.998 -1.478
H 5.596 2.279 -1.672
H 6.085 2.417 0.027
Br 9.564 -0.845 -3.118
C 11.257 0.094 -2.919
C 11.347 0.804 -1.596
Br 10.287 2.437 -1.587
H 11.344 0.768 -3.764
H 12.021 -0.677 -2.990
H 12.368 1.127 -1.406
H 10.999 0.199 -0.765
Br 7.885 -3.147 3.179
C 7.643 -2.159 4.835
C 7.706 -0.676 4.591
Br 9.535 -0.069 4.306
H 8.401 -2.512 5.526
H 6.658 -2.441 5.203
H 7.352 -0.129 5.462
H 7.140 -0.370 3.717
Br -6.571 3.742 5.877
C -8.075 2.894 4.982
C -7.939 2.978 3.486
Br -8.361 4.758 2.824
H -8.974 3.373 5.354
H -8.055 1.856 5.307
H -8.651 2.314 3.002
H -6.935 2.746 3.144
Br -9.863 1.139 -7.954
C -7.969 0.935 -7.534
C -7.757 0.064 -6.328
Br -8.157 1.017 -4.681
H -7.567 1.934 -7.408
H -7.530 0.479 -8.418
H -6.709 -0.220 -6.242
H -8.374 -0.828 -6.334
Br -7.529 5.936 -6.415
C -7.723 6.173 -8.336
C -7.896 4.854 -9.039
Br -6.207 3.894 -9.181
H -6.850 6.719 -8.677
H -8.610 6.789 -8.464
H -8.225 5.007 -10.064
H -8.591 4.192 -8.532
Br 4.075 -5.750 1.196
C 5.691 -6.686 1.743
C 5.486 -7.445 3.026
Br 5.481 -6.246 4.555
H 6.475 -5.940 1.819
H 5.917 -7.371 0.928
H 6.310 -8.132 3.200
H 4.548 -7.990 3.051
Br -9.076 -3.681 -5.818
C -9.377 -3.843 -3.901
C -8.851 -2.648 -3.152
Br -6.913 -2.689 -2.995
H -8.912 -4.771 -3.589
H -10.455 -3.920 -3.786
H -9.223 -2.647 -2.131
H -9.103 -1.705 -3.629
Br -3.964 -0.930 3.989
C -2.427 0.224 4.294
C -2.343 0.665 5.732
Br -3.659 2.049 6.126
H -2.520 1.058 3.603
H -1.558 -0.375 4.026
H -1.374 1.115 5.935
H -2.518 -0.143 6.434
Br 11.771 3.030 3.271
C 12.318 2.527 5.070
C 11.900 3.556 6.085
Br 13.045 5.130 6.028
H 13.391 2.375 5.041
H 11.821 1.580 5.267
H 12.007 3.161 7.092
H 10.884 3.902 5.936
Br -1.552 -4.572 -1.384
C -2.912 -5.701 -2.201
C -2.722 -5.798 -3.690
Br -3.308 -4.165 -4.569
H -3.874 -5.281 -1.928
H -2.796 -6.678 -1.738
H -3.338 -6.591 -4.106
H -1.688 -5.956 -3.976
```

Output
2S+1 = 2
Orbital gap (alpha / beta) = 8.3 / 8.2 eV
⟨S²⟩ = 0.754
Largest force on an atom = 2.0 eV/Å
Total charge = 0
E_HOMO (alpha / beta) = -0.298 / -0.298 Ha


[3]
Below is one molecule with the formula C6H10O4 in a non-equilibrium geometry, with properties calculated with ωB97M-V/def2-TZVPD.

XYZ file:
```
20
C6H10O4, DFT ωB97M-V/def2-TZVPD
C -1.773 1.192 -0.207
C -1.302 -0.182 -0.524
O -1.606 -0.731 -1.699
O -0.979 -1.056 0.394
H -1.980 -0.069 -2.297
H -1.052 1.708 0.431
H -2.714 1.116 0.350
H -1.931 1.787 -1.107
C 1.845 -0.400 -1.341
C 0.382 -0.571 1.003
C 1.058 0.388 -0.316
C 0.167 0.061 2.231
O 1.254 -1.651 0.965
O 1.167 1.587 -0.215
H 1.048 -2.204 1.729
H 1.306 -1.290 -1.663
H 2.783 -0.729 -0.890
H 2.066 0.247 -2.191
H -0.703 0.676 2.390
H 0.963 0.118 2.958
```

Output
Orbital gap (alpha / beta) = 8.8 / 5.4 eV
Energy above the lowest of the compared OMol25 structures with the same formula, charge and spin = 464.4 kJ/mol
Largest force on an atom = 3.3 eV/Å
Total charge = 0
E_HOMO (alpha / beta) = -0.301 / -0.228 Ha


[4]
Below is C28H72AsF6N2O16S4 as an isolated structure in a non-equilibrium geometry, with properties calculated with ωB97M-V/def2-TZVPD.

XYZ file:
```
129
C28H72AsF6N2O16S4, DFT ωB97M-V/def2-TZVPD
C 3.590 0.523 -1.675
C 2.980 0.015 -2.965
C 3.021 -1.494 -2.978
O 2.374 -2.017 -4.103
C 2.190 -3.423 -3.957
N 1.547 0.511 -3.070
H 1.127 0.317 -2.154
H 1.479 1.507 -3.243
H 0.995 -0.015 -3.772
H 3.046 0.277 -0.763
H 3.627 1.621 -1.690
H 4.638 0.247 -1.571
H 3.492 0.457 -3.820
H 2.528 -1.824 -2.053
H 4.059 -1.830 -2.904
H 1.620 -3.811 -4.798
H 1.622 -3.608 -3.041
H 3.141 -3.961 -3.925
C -1.274 4.406 -1.361
C 0.011 5.012 -0.879
C 0.798 4.123 0.059
O 2.037 4.728 0.309
C 2.777 4.026 1.316
N 0.903 5.314 -2.056
H 0.556 5.970 -2.760
H 1.793 5.664 -1.670
H 1.132 4.479 -2.602
H -1.795 3.854 -0.576
H -1.128 3.542 -2.029
H -1.951 5.040 -1.933
H -0.123 5.994 -0.419
H 0.933 3.147 -0.427
H 0.261 3.913 0.989
H 3.111 3.060 0.927
H 2.254 3.949 2.266
H 3.717 4.562 1.437
As -0.483 0.091 0.322
F -1.298 1.248 -0.731
F 0.172 -0.763 -1.059
F 0.270 -1.023 1.451
F -1.144 0.992 1.663
F -1.868 -0.925 0.224
F 0.939 1.082 0.377
C 3.999 -4.506 1.093
C 3.626 -3.028 1.105
C 2.226 -3.061 0.540
O 2.221 -4.146 -0.400
C 3.422 -4.903 -0.271
H 3.545 -5.120 1.871
H 5.078 -4.658 1.130
H 4.287 -2.474 0.435
H 3.669 -2.587 2.102
H 2.033 -2.197 -0.100
H 1.453 -3.198 1.297
H 4.141 -4.621 -1.053
H 3.275 -5.977 -0.381
C -0.673 -3.206 5.614
C -0.539 -1.930 4.779
C -1.779 -1.932 3.895
O -2.588 -3.019 4.320
C -2.202 -3.407 5.636
H -0.217 -3.249 6.602
H -0.294 -4.063 5.051
H 0.403 -2.035 4.237
H -0.481 -1.005 5.355
H -1.534 -2.031 2.840
H -2.350 -1.011 4.049
H -2.643 -4.382 5.820
H -2.629 -2.686 6.350
O -4.180 -3.375 -0.051
S -3.240 -4.462 -0.182
O -3.659 -5.824 0.061
O -2.607 -4.386 -1.685
C -2.301 -3.062 -2.163
C -1.735 -3.260 -3.563
C -1.788 -4.151 0.856
H -1.660 -2.503 -1.483
H -3.272 -2.559 -2.212
H -1.628 -2.274 -4.021
H -2.339 -3.892 -4.210
H -0.755 -3.742 -3.544
H -0.978 -4.766 0.463
H -2.030 -4.490 1.859
H -1.531 -3.105 0.724
O 4.116 1.484 3.257
S 4.053 2.496 4.272
O 4.656 3.789 4.042
O 2.466 2.793 4.553
C 1.598 1.645 4.602
C 0.195 2.122 4.355
C 4.500 1.801 5.870
H 1.645 1.192 5.600
H 1.954 0.870 3.923
H -0.567 1.356 4.254
H 0.214 2.760 3.465
H -0.160 2.825 5.114
H 4.012 0.839 5.987
H 4.160 2.505 6.626
H 5.586 1.755 5.909
O -7.110 1.235 0.652
S -5.805 1.677 0.272
O -5.645 2.681 -0.751
O -5.139 2.152 1.653
C -4.061 3.102 1.658
C -3.379 3.075 3.004
C -4.674 0.309 -0.148
H -4.500 4.053 1.347
H -3.356 2.849 0.856
H -2.850 2.127 3.111
H -4.035 3.205 3.860
H -2.572 3.812 3.004
H -4.674 -0.410 0.666
H -3.696 0.770 -0.249
H -5.034 -0.111 -1.083
O 0.109 -0.178 -5.354
S -0.563 0.238 -6.562
O -0.458 -0.585 -7.719
O -2.133 0.439 -6.198
C -2.472 1.204 -5.037
C -2.595 0.400 -3.780
C -0.064 1.950 -6.894
H -3.432 1.682 -5.236
H -1.795 2.052 -4.869
H -3.392 -0.343 -3.878
H -2.962 1.029 -2.963
H -1.709 -0.122 -3.424
H 0.934 1.942 -7.329
H -0.004 2.487 -5.953
H -0.780 2.352 -7.606
```

Output
Orbital gap = 6.7 eV
Largest force on an atom = 2.3 eV/Å
Total charge = +1
E_HOMO = -0.400 Ha